P:
This record from the Open Molecules 2025 dataset describes C4H5NS in the gas phase. The level of theory is the ωB97M-V functional and the def2-TZVPD basis.

LUMO level: 0.29 eV
gap between HOMO and LUMO: 9.53 eV

Geometry as XYZ:
```
11
C4H5NS | the Open Molecules 2025 dataset | the ωB97M-V functional and the def2-TZVPD basis
S 2.439 0.032 0.243
C 0.713 -0.015 -0.403
C -0.251 1.100 -0.009
C -1.296 0.521 0.541
C -1.100 -0.954 0.433
N 0.052 -1.252 -0.089
H 2.744 -1.014 -0.527
H 0.819 0.119 -1.702
H -0.235 2.110 -0.005
H -2.092 1.079 0.866
H -1.794 -1.725 0.653
```

Need the natural (NBO) charges? In units of e they are: 0.002, -0.222, -0.185, -0.271, 0.073, -0.417, 0.134, 0.250, 0.219, 0.216, 0.200



Q:
This record from the Open Molecules 2025 dataset describes C4H5NS in the gas phase. The level of theory is the ωB97M-V functional and the def2-TZVPD basis.

LUMO level: 0.83 eV
gap between HOMO and LUMO: 9.23 eV

Geometry as XYZ:
```
11
C4H5NS | the Open Molecules 2025 dataset | the ωB97M-V functional and the def2-TZVPD basis
C 0.413 -0.154 -1.491
N 0.514 1.130 -1.055
S -0.227 1.178 0.612
C -0.582 -0.530 0.736
C 0.489 -1.574 0.817
C -0.328 -1.127 -0.496
H 0.748 -0.235 -2.434
H -1.435 -0.789 1.289
H 0.188 -2.469 1.211
H 1.468 -1.128 1.052
H -0.888 -1.820 -0.919
```

Need the natural (NBO) charges? In units of e they are: 0.070, -0.474, 0.382, -0.423, -0.408, -0.253, 0.200, 0.240, 0.213, 0.231, 0.222



R:
This record from the Open Molecules 2025 dataset describes C4H5NS in the gas phase. The level of theory is the ωB97M-V functional and the def2-TZVPD basis.

LUMO level: -0.59 eV
gap between HOMO and LUMO: 8.65 eV

Geometry as XYZ:
```
11
C4H5NS | the Open Molecules 2025 dataset | the ωB97M-V functional and the def2-TZVPD basis
C -0.303 -1.097 0.739
C -0.405 0.250 -0.027
C -0.484 0.166 -1.478
N -0.348 0.009 -2.628
C 0.831 1.131 0.015
S 2.301 0.774 0.536
H 0.210 -1.022 1.720
H 0.169 -1.848 0.168
H -1.317 -1.381 0.964
H -1.249 0.832 0.313
H 0.595 2.186 -0.322
```

Need the natural (NBO) charges? In units of e they are: -0.595, -0.392, 0.274, -0.291, -0.264, 0.119, 0.235, 0.231, 0.219, 0.257, 0.207



Short version: Q is the least stable of them.



P:
This record from the Open Molecules 2025 dataset describes 2 unconnected molecules or ions with the total composition C4H5NS. The level of theory is the ωB97M-V functional and the def2-TZVPD basis.

LUMO level: -0.53 eV
gap between HOMO and LUMO: 8.27 eV

Geometry as XYZ:
```
11
C4H5NS | the Open Molecules 2025 dataset | the ωB97M-V functional and the def2-TZVPD basis
C -0.180 -0.039 -0.421
C 0.004 -1.349 -0.707
C -0.404 0.659 0.783
C 3.420 -0.565 -1.965
N 3.597 -1.785 -2.378
S 0.524 0.884 2.064
H -0.525 0.524 -1.406
H -0.001 -1.523 -1.810
H -1.440 1.176 0.673
H -0.296 -2.026 0.033
H 3.882 -2.427 -1.753
```

Need the natural (NBO) charges? In units of e they are: -0.256, -0.350, -0.330, 0.392, -0.788, 0.088, 0.225, 0.214, 0.201, 0.207, 0.397



Q:
This record from the Open Molecules 2025 dataset describes a molecular structure, C4H5NS. The level of theory is the ωB97M-V functional and the def2-TZVPD basis.

LUMO level: -0.55 eV
gap between HOMO and LUMO: 7.77 eV

Geometry as XYZ:
```
11
C4H5NS | the Open Molecules 2025 dataset | the ωB97M-V functional and the def2-TZVPD basis
C -0.975 -0.792 -1.097
C 0.905 0.764 -0.274
C -0.303 -0.853 1.108
C 0.166 -0.557 -0.246
N -0.165 1.661 0.030
S -1.325 0.557 0.227
H -0.996 -0.166 -2.025
H 1.652 0.809 0.448
H 1.551 1.004 -1.289
H -0.750 -1.774 1.151
H 0.240 -0.654 1.965
```

Need the natural (NBO) charges? In units of e they are: -0.557, -0.288, -0.526, 0.049, -0.828, 1.124, 0.187, 0.190, 0.187, 0.240, 0.222



Short version: Q is the least stable of them.



P:
This record from the Open Molecules 2025 dataset describes C2H6N2OS in the gas phase. The level of theory is the ωB97M-V functional and the def2-TZVPD basis.

LUMO level: 0.36 eV
gap between HOMO and LUMO: 9.25 eV

Geometry as XYZ:
```
12
C2H6N2OS | the Open Molecules 2025 dataset | the ωB97M-V functional and the def2-TZVPD basis
C -1.938 0.305 1.130
N -0.752 0.999 0.743
O -0.293 1.481 2.092
C 0.244 0.293 -0.015
N -0.151 -0.397 -1.048
S 1.492 -1.229 -1.609
H -2.523 0.984 1.773
H -2.614 0.263 0.151
H -1.877 -0.566 1.667
H 0.008 0.687 2.677
H 1.205 0.769 0.395
H 0.750 -2.121 -2.211
```

Need the natural (NBO) charges? In units of e they are: -0.441, -0.140, -0.590, 0.196, -0.489, 0.067, 0.223, 0.222, 0.184, 0.448, 0.200, 0.122



Q:
This record from the Open Molecules 2025 dataset describes 2 unconnected molecules or ions with the total composition C2H6N2OS. The level of theory is the ωB97M-V functional and the def2-TZVPD basis.

LUMO level (spin up / spin down): 0.83 / 0.83 eV
gap between HOMO and LUMO (spin up / spin down): 9.75 / 9.75 eV

Geometry as XYZ:
```
12
C2H6N2OS | the Open Molecules 2025 dataset | the ωB97M-V functional and the def2-TZVPD basis
C 1.441 0.973 0.655
N 1.246 -0.108 1.303
O 1.082 -1.252 0.821
H 1.400 1.826 1.369
H 1.264 0.867 -0.343
H 1.459 -0.245 2.302
C -0.583 -0.829 -1.514
N -1.135 -0.179 -0.598
S -2.797 0.420 -0.700
H 0.411 -1.219 -1.429
H -1.184 -1.091 -2.489
H -2.604 0.837 0.623
```

Need the natural (NBO) charges? In units of e they are: -0.220, -0.013, -0.543, 0.199, 0.211, 0.373, -0.075, -0.546, 0.134, 0.210, 0.130, 0.139



Short version: Q is the least stable of them.